{"formula": "C72H159N6O2P", "method": "the ωB97M-V functional and the def2-TZVPD basis", "elements": ["C", "H", "H", "H", "H", "H", "H", "H", "H", "H", "H", "C", "H", "H", "H", "H", "C", "P", "H", "C", "H", "H", "H", "H", "H", "C", "C", "C", "H", "H", "H", "H", "H", "C", "C", "H", "H", "H", "C", "C", "H", "N", "H", "H", "C", "C", "C", "H", "H", "H", "H", "H", "O", "H", "H", "C", "H", "C", "H", "C", "C", "C", "H", "H", "H", "C", "H", "H", "C", "H", "H", "H", "H", "H", "H", "H", "H", "H", "H", "H", "H", "H", "H", "C", "H", "H", "H", "H", "C", "C", "H", "N", "C", "C", "H", "C", "H", "C", "H", "H", "C", "H", "N", "C", "H", "C", "H", "H", "H", "C", "C", "H", "H", "C", "H", "N", "H", "H", "C", "H", "H", "H", "C", "H", "O", "C", "H", "C", "H", "H", "H", "H", "H", "H", "C", "H", "H", "H", "H", "C", "H", "H", "C", "H", "H", "H", "C", "H", "H", "H", "H", "H", "H", "C", "H", "H", "H", "H", "H", "C", "H", "C", "H", "C", "C", "C", "H", "H", "H", "N", "C", "C", "H", "H", "H", "H", "H", "H", "H", "H", "H", "H", "C", "C", "C", "C", "C", "C", "H", "H", "H", "H", "H", "H", "H", "H", "C", "H", "H", "H", "H", "H", "H", "H", "H", "C", "C", "C", "H", "H", "H", "H", "C", "C", "H", "H", "H", "H", "C", "N", "C", "H", "H", "C", "C", "C", "H", "H", "C", "H", "C", "C", "H", "C", "H", "H", "H", "H", "C", "H"], "xyz": [[-1.3016, -1.0221, 6.0346], [0.8443, -7.8221, 4.2634], [-5.8649, 1.6531, -0.6496], [-1.7243, -5.7455, -2.7927], [2.9968, -3.6287, 3.5346], [0.3301, -2.2412, 6.6553], [-0.8969, 0.8841, -1.0522], [0.1119, 1.5335, 7.5148], [2.7318, -8.1900, 6.0167], [-1.8825, -4.4081, 6.0098], [3.7571, 1.0262, -5.5520], [-1.3292, 1.8503, -3.7851], [-1.6447, 3.5210, -6.6920], [-0.1434, 6.5969, 2.1018], [2.5491, -6.4493, 6.3361], [-10.8073, 3.3633, -4.8669], [0.1255, -2.1508, -1.5385], [4.6706, 1.2381, -3.3414], [1.6234, 0.7622, 1.9919], [-0.7548, 5.6946, 2.0904], [6.5185, 5.8601, -3.9681], [6.4272, -1.7884, 4.7098], [-2.1119, -6.6333, 6.6417], [-3.1380, -5.8288, 2.2650], [-3.8012, -4.7221, 4.2996], [-0.1302, -4.4235, -3.5909], [-2.7789, 6.0963, 4.5180], [0.5047, 3.7322, 1.6547], [0.2999, -5.5435, 6.3248], [-3.0553, -6.7762, 5.1631], [6.3166, 0.1900, -7.1184], [0.5490, -8.0480, 6.0349], [-0.1799, -3.5234, -4.2037], [4.8887, 1.9083, -7.4328], [5.0603, 2.4340, -5.9861], [4.0701, 2.1050, -0.6426], [0.2873, 4.9125, 5.1359], [-9.2308, 3.5039, -6.4628], [6.8265, 5.6252, -2.9493], [0.2904, 5.6076, 4.2963], [1.6157, 1.4232, -0.3104], [-1.1008, -5.8683, 4.7492], [2.5919, -1.9892, 5.0405], [1.5394, -5.1372, -2.1459], [5.7378, 5.1231, -2.0225], [-7.8139, 2.1790, -5.3467], [-2.3175, 1.5529, -6.1181], [4.5903, -0.1639, -7.2758], [6.6760, 2.3153, -3.1951], [4.3962, 4.2052, -3.3732], [1.4030, 1.6692, 5.4400], [-1.0207, -3.6918, 4.6086], [-1.1648, -1.7628, 2.6247], [-4.9003, -0.4657, -1.4049], [2.8019, -5.8333, 4.0264], [-2.3623, -5.2085, 2.7140], [5.3626, 2.5126, -8.2063], [-10.2829, 2.4088, -4.9124], [1.8913, -3.6077, -2.9978], [-2.0609, -6.9105, 5.5888], [2.5026, 0.8989, 0.0455], [-2.8444, -4.4232, 3.8716], [1.1278, -4.8444, 0.2771], [-3.8868, 5.8961, 6.1865], [2.5494, -2.3336, 2.6533], [0.0913, 1.8537, -5.7392], [6.0224, 5.0075, -0.9767], [-0.0059, 1.2534, -7.8630], [0.7422, 0.8636, 5.1202], [-0.4427, 2.6360, -1.0693], [7.4713, 0.0759, -4.8480], [6.0822, 2.2991, -5.6318], [-8.1065, -0.1756, -1.7158], [3.6905, -4.7864, 1.2238], [3.0575, -3.9613, -0.8352], [0.4418, 2.8026, 1.0890], [-2.5160, 0.3462, -2.8340], [4.2557, 3.7585, -1.7778], [7.3323, 6.5319, -2.6175], [0.5427, -1.7369, 4.8925], [0.9997, -5.2726, 4.7293], [-0.9150, -5.0509, -0.6542], [2.4380, 1.5822, -2.6135], [-6.5294, 0.7892, -0.6371], [7.1290, -2.4758, -4.4431], [-0.2917, -0.6363, -4.3838], [-2.9575, -3.4633, 3.3676], [-1.2883, 1.9646, 0.2536], [4.5416, -1.0570, 5.6327], [-1.7034, 2.5214, -7.1226], [4.9356, -2.7868, 4.5545], [0.8839, -0.1396, 6.2162], [2.5807, -3.4027, -0.0297], [-2.6424, -0.5281, 1.2521], [3.8347, 1.9524, -7.7071], [0.1516, -1.4952, 5.8808], [4.9298, 5.8532, -1.9752], [2.5527, -3.4197, 2.5614], [0.1836, 5.2172, 0.1711], [-7.0207, 1.6135, -5.8357], [-0.3898, 4.7078, 0.9456], [-0.2450, -5.8469, 2.7890], [0.3942, -3.6519, -1.3818], [-7.6326, 0.7985, -1.5950], [-11.0214, 1.7476, -5.3657], [-9.2019, 2.5273, -5.9796], [4.9631, -0.7595, -4.4053], [-0.0104, 6.6129, 4.5914], [0.6093, -3.1857, 0.7926], [-5.6285, -0.4249, -0.5950], [3.5896, 1.1582, -0.8893], [-6.9292, 0.8961, 0.3713], [-3.4216, -1.2854, 1.3391], [3.2642, -6.7517, 4.3883], [9.2994, -1.8659, -5.2083], [-1.1729, 1.1099, -5.1790], [-0.3320, 1.6604, -3.3881], [-1.2469, -7.1795, 2.9016], [1.1063, -4.2312, -2.5698], [2.3526, -1.0744, 7.4599], [-0.9398, 2.7990, 3.0054], [0.2644, 2.8233, -5.2724], [5.3491, -1.7784, 4.5495], [-2.2148, 2.5512, -8.0847], [-1.1045, 0.4258, 2.4716], [2.3042, -0.4286, 6.5831], [1.0937, -1.7411, -1.8265], [7.6178, -1.7430, -3.8011], [0.1019, -5.3268, -4.1550], [-3.4644, 1.3579, -3.3743], [-2.8925, 6.6496, 3.5858], [-9.3103, -0.3065, -5.1781], [5.3529, -1.2596, 3.5908], [5.2081, -0.9621, -2.7144], [-7.1503, 1.3997, -2.9939], [-9.3819, 2.8624, -3.0585], [-4.9507, 7.8998, 5.5393], [2.9275, -0.0449, -2.4161], [1.5144, -3.7271, 2.6863], [0.3297, -5.9151, 5.3005], [-1.6380, -7.9132, 5.5275], [0.2758, 2.9342, -7.6530], [3.2945, 0.9766, -2.3171], [-1.7705, 4.2241, 5.1462], [-2.2165, -4.1232, -3.1364], [7.5319, 0.3010, -3.0791], [-9.5926, 1.9762, -3.6572], [-1.8627, -1.9473, 6.1661], [7.4961, 4.7690, -3.0304], [9.5712, -0.9239, -3.8204], [2.7418, 0.5334, 6.8500], [2.9361, 1.9864, 1.8749], [-1.3620, 4.2824, 0.6970], [-2.4755, 1.4319, -2.9219], [-2.8544, 3.1019, -1.6908], [-4.6106, 4.8701, 4.9707], [3.2399, 0.2738, 1.9446], [2.1092, -0.0689, -0.2655], [-5.1776, -0.4749, 0.3961], [2.5710, 1.0225, 1.5203], [-0.5466, -2.1561, -2.3966], [0.9208, -7.3809, 5.2572], [3.2699, -7.5264, 3.6215], [3.0429, -1.0282, 5.2879], [3.3756, -3.7434, 1.2574], [-1.7422, -4.4431, 4.9294], [-0.2871, 1.2055, 5.2289], [-6.9254, 2.4660, -2.9728], [-3.3676, 1.6344, -1.0191], [-0.7114, 4.9154, 3.4216], [0.0307, 0.4498, 7.4309], [2.4645, -7.2285, 5.5785], [-6.3669, 0.7463, -3.3781], [-2.3333, -0.8154, 0.2471], [4.7755, -1.5667, 6.5673], [-3.2344, 0.3852, 1.3107], [0.8692, 0.4352, 4.1260], [-0.4957, -0.7112, -6.1544], [4.3660, 0.5143, -0.4762], [0.5636, 0.0418, 8.2898], [-1.5209, 2.8593, -4.1503], [-3.1433, 1.7786, -5.4435], [5.7155, 2.5192, -2.7218], [-0.9675, -0.4281, -5.2134], [-1.2096, -6.1340, 3.2076], [-0.9740, -4.2041, -1.3380], [-2.0500, 4.7722, 4.2465], [-1.5444, -0.6989, 2.1422], [4.2245, -3.0637, 1.3304], [-1.6977, -0.5396, 5.1411], [-0.2362, -1.8642, -0.5510], [-2.2004, 0.5161, 7.1360], [3.2581, 2.5693, -4.7750], [-10.1333, 1.2404, -3.0620], [-2.2652, 6.8143, 5.1573], [0.9244, 1.1565, -5.6496], [-0.2610, 2.0925, -7.2157], [-9.3979, 1.7594, -6.7279], [-6.2469, -1.3223, -0.6093], [7.4502, -2.1209, -2.7925], [-8.7105, -0.7259, -3.6300], [9.6026, -2.6510, -3.6540], [-2.8653, 0.7000, -6.5189], [4.9544, -0.0581, 5.7742], [-8.4697, 1.4207, -1.2782], [4.0734, 1.8623, -4.9283], [5.0224, 3.8779, -2.5433], [5.3969, 0.4801, -7.6263], [0.4615, 3.1709, 3.8634], [-1.5405, -0.8980, 8.0347], [-1.9361, -4.6597, 1.8742], [1.5339, 4.0825, 1.7335], [1.1154, -3.7821, 0.0335], [-0.1350, 3.5338, 3.0264], [6.0766, 2.0776, -1.7931], [2.5830, -2.3495, -0.3106], [-1.7886, 5.9565, 1.8654], [5.3440, 0.1635, -8.6680], [-4.1574, 5.8482, 5.1317], [-8.2140, 1.3315, -4.1495], [-5.1409, 6.9528, 5.0343], [-1.7919, -3.5986, -0.9473], [4.2504, -6.4747, 4.7605], [5.5471, -0.3760, -3.5686], [9.0692, -1.8360, -4.1433], [-1.3315, -0.1214, 7.2990], [1.2386, 5.5151, 3.7667], [-1.8164, -1.0726, -4.9855], [-1.3802, -4.7118, -2.7592], [-2.5979, 4.0976, 3.5887], [-1.2142, 1.9035, -0.8321], [-2.5174, 2.0765, -1.5386], [-6.1078, 6.7078, 5.4739], [7.1036, -0.2894, -3.8891], [4.9316, 3.5162, -5.9641], [2.9014, -0.4820, 4.3553], [-5.3433, 7.3644, 4.0455], [-7.5199, -0.6323, -4.9076], [-8.4395, -0.1814, -4.5346], [-7.2948, 3.0040, -4.8588]], "lowdin_charge": [-0.159, 0.111, 0.106, 0.131, 0.044, 0.142, 0.072, 0.139, 0.123, 0.130, 0.071, -0.087, 0.129, 0.142, 0.106, 0.134, 0.034, 0.984, 0.061, -0.069, 0.082, 0.087, 0.107, 0.126, 0.128, -0.108, -0.177, -0.173, 0.133, 0.101, 0.075, 0.113, 0.095, -0.235, -0.211, 0.111, 0.102, 0.129, -0.081, 0.025, 0.090, -0.196, 0.078, 0.142, -0.255, -0.080, -0.090, 0.052, 0.097, 0.109, 0.115, 0.100, -0.025, 0.061, 0.028, -0.158, 0.121, -0.156, 0.132, 0.103, -0.292, -0.166, 0.139, 0.117, 0.057, -0.096, 0.116, 0.129, -0.009, 0.077, 0.115, 0.104, 0.115, 0.117, 0.112, 0.072, 0.104, 0.088, 0.091, 0.106, 0.096, 0.127, 0.106, -0.285, 0.115, 0.075, 0.104, 0.060, -0.245, -0.125, 0.067, -0.255, -0.185, -0.062, 0.101, -0.064, 0.110, -0.103, 0.133, 0.127, -0.141, 0.105, -0.255, -0.173, 0.129, -0.121, 0.087, 0.121, 0.112, -0.098, -0.293, 0.127, 0.072, -0.095, 0.090, -0.199, 0.120, 0.133, -0.047, 0.143, 0.107, 0.133, -0.097, 0.143, -0.067, -0.087, 0.082, -0.288, 0.128, 0.107, 0.108, 0.115, 0.065, 0.087, -0.070, 0.140, 0.090, 0.097, 0.052, -0.117, 0.096, 0.135, -0.290, 0.133, 0.111, 0.105, -0.061, 0.101, 0.072, 0.080, 0.136, 0.088, 0.111, -0.211, 0.123, 0.116, 0.069, 0.089, 0.053, -0.078, 0.090, -0.148, 0.089, -0.160, -0.158, -0.078, 0.096, 0.125, 0.094, -0.237, -0.060, -0.236, 0.112, 0.069, 0.121, 0.089, 0.081, 0.115, 0.137, 0.134, 0.144, 0.112, -0.260, 0.039, -0.063, -0.130, -0.069, -0.823, 0.110, 0.104, 0.101, 0.131, 0.084, 0.138, 0.127, 0.117, -0.150, 0.118, 0.087, 0.108, 0.089, 0.091, 0.134, 0.118, 0.116, -0.272, -0.231, -0.093, 0.105, 0.130, 0.092, 0.126, -0.091, -0.089, 0.109, 0.090, 0.122, 0.090, -0.264, -0.240, -0.116, 0.136, 0.089, -0.210, -0.105, -0.126, 0.115, 0.102, -0.114, 0.130, -0.119, -0.224, 0.090, -0.192, 0.111, 0.090, 0.078, 0.102, 0.057, 0.117], "homo_lumo_gap_ev": 8.181, "relative_energy_kcal_mol": 191.7, "charge": 6, "total_energy_ha": -3656.6959, "homo_energy_ev": -18.9669}